{"formula": "C2H2N2O2S", "method": "the ωB97M-V functional and the def2-TZVPD basis", "elements": ["O", "C", "H", "O", "H", "C", "S", "N", "N"], "coordinates": [[1.59720, -0.67628, 0.47870], [-0.77527, 0.54363, -0.81023], [-1.72278, -1.25443, 1.51114], [2.93053, 0.79390, -0.55454], [-0.56227, 0.94390, -1.77731], [-0.27689, -0.13908, 0.26337], [-2.53078, 0.40049, -0.15885], [-1.40828, -0.34463, 0.99351], [2.74854, -0.26749, 0.05421]], "atomic_forces_ev_per_a": [[-2.690, -0.168, 0.394], [-0.680, -0.692, 0.669], [1.178, 2.270, -1.549], [-1.297, -3.475, 1.986], [0.617, 0.303, 0.100], [0.680, 1.251, -3.382], [3.134, -0.633, -0.039], [-1.352, -2.559, 3.742], [0.409, 3.704, -1.921]], "multiplicity": 1, "fmax_ev_per_a": 4.73, "homo_lumo_gap_ev": [7.902, 7.903], "lumo_ev": [-1.47, -1.47], "de_lowest_kcal_mol": 178.9, "homo_energy_ev": [-9.37, -9.37]}

***

{"formula": "C2H2N2O2S", "method": "the ωB97M-V functional and the def2-TZVPD basis", "elements": ["N", "H", "O", "H", "S", "N", "C", "O", "C"], "coordinates": [[-2.06317, -0.56081, 0.34122], [1.77565, 1.46427, 0.00306], [1.98339, -1.59597, -0.95965], [-0.58119, 0.25370, 1.40993], [-1.18183, 1.45253, -0.62460], [2.06015, 0.52807, 0.03757], [-1.01451, 0.21646, 0.48211], [-2.85410, -1.22458, -0.19713], [1.87561, -0.53366, -0.49251]], "atomic_forces_ev_per_a": [[0.689, 0.162, 2.010], [-0.654, 0.846, -0.291], [-0.802, -0.225, 0.080], [1.378, -0.279, 2.092], [0.600, 0.861, -0.544], [0.198, -1.288, 0.446], [-2.739, -0.297, -2.676], [-0.066, -0.439, -0.872], [1.396, 0.660, -0.246]], "multiplicity": 1, "fmax_ev_per_a": 3.84, "homo_lumo_gap_ev": [7.835, 6.975], "lumo_ev": [-1.15, -2.03], "de_lowest_kcal_mol": 96.5, "homo_energy_ev": [-8.98, -9.01]}